No. 1
Here is a molecular structure, C50H45BF5N4O3S6Sc from the Open Molecules 2025 dataset. Energies are from ωB97M-V with the def2-TZVPD basis set.

ORCA input file:
```
! wB97M-V def2-TZVPD RIJCOSX def2/J DEFGRID3
* xyz 0 1
Sc 1.79911 0.34156 -1.68110
N -0.32898 0.88904 -1.93796
S -1.68740 0.39908 -1.93667
N -2.42457 -0.02075 -0.48860
S -2.46516 -1.32311 0.31419
N -1.24050 -2.17665 0.72783
S 0.23522 -1.45091 0.94240
N 0.88704 -1.02624 -0.27105
C -0.05671 -0.23254 2.21658
C -0.22938 -0.55911 3.55394
C -0.47152 0.45810 4.46345
C -0.52671 1.77981 4.03666
C -0.34841 2.08999 2.69784
C -0.11379 1.07745 1.77905
C 1.06332 -2.77700 1.78649
C 2.43390 -2.80396 1.57729
C 3.18416 -3.80321 2.18144
C 2.56180 -4.75442 2.97396
C 1.18534 -4.72330 3.16254
C 0.42460 -3.73245 2.56343
C -3.48170 -2.53205 -0.49029
C -2.97271 -3.75650 -0.87902
C -3.80231 -4.62324 -1.57869
C -5.10783 -4.26145 -1.86742
C -5.60628 -3.02897 -1.45965
C -4.78929 -2.15168 -0.77037
C -3.39739 -0.87783 1.76421
C -3.80156 0.42202 1.99678
C -4.49705 0.69833 3.16759
C -4.78783 -0.31493 4.06529
C -4.38163 -1.62007 3.81008
C -3.67695 -1.90797 2.65563
C -2.02762 -0.98546 -3.00096
C -1.12981 -2.04268 -2.89583
C -1.28480 -3.14050 -3.72651
C -2.32782 -3.17865 -4.64185
C -3.21608 -2.11639 -4.73490
C -3.06992 -1.00498 -3.91587
C -2.86221 1.65071 -2.41462
C -2.29738 2.76520 -3.01733
C -3.13098 3.79646 -3.43301
C -4.49948 3.69990 -3.24889
C -5.05140 2.57603 -2.64241
C -4.23140 1.54522 -2.21816
H -0.16072 -1.58347 3.89602
H -0.60050 0.21795 5.51090
H -0.69608 2.57029 4.75663
H -0.36295 3.11821 2.36320
H 0.02492 1.30928 0.73555
H 2.89115 -2.05836 0.93745
H 4.25295 -3.84102 2.01906
H 3.14737 -5.53491 3.44165
H 0.70366 -5.48016 3.76738
H -0.65060 -3.70986 2.68219
H -1.94553 -4.01020 -0.65842
H -3.41932 -5.58063 -1.90376
H -5.74470 -4.94142 -2.41723
H -6.62828 -2.75366 -1.68126
H -5.16542 -1.19321 -0.43614
H -3.55730 1.20058 1.28962
H -4.80789 1.71346 3.37453
H -5.33171 -0.08930 4.97290
H -4.61026 -2.41007 4.51249
H -3.34361 -2.91672 2.44694
H -0.29575 -1.99521 -2.20788
H -0.56316 -3.94497 -3.68018
H -2.43412 -4.02913 -5.30176
H -4.01701 -2.14021 -5.46217
H -3.74970 -0.16767 -4.01194
H -1.22069 2.82051 -3.12381
H -2.70174 4.67588 -3.89328
H -5.14565 4.50495 -3.57271
H -6.12124 2.50992 -2.49625
H -4.64677 0.66698 -1.74488
F 3.42526 6.57922 1.09825
C 3.28271 5.62365 0.17707
C 2.24664 4.71047 0.26862
F 1.37211 4.78439 1.27906
C 2.12888 3.72667 -0.68982
F 1.11623 2.84767 -0.54194
C 2.97315 3.60876 -1.78847
S 2.70716 2.41010 -3.04115
C 4.00392 4.54463 -1.84554
F 4.87493 4.52780 -2.85285
C 4.16683 5.52943 -0.88581
F 5.16757 6.40437 -0.98295
C 6.09306 -0.21998 1.79589
C 5.26528 1.01026 1.44673
C 6.15987 2.24184 1.42954
O 4.78284 0.81887 0.09914
B 3.40513 0.74990 0.05852
O 2.89879 0.91528 1.35422
C 3.95964 1.17107 2.30503
C 3.80653 0.16583 3.43977
C 3.74968 2.56883 2.86723
H 6.90931 -0.30281 1.07860
H 5.49824 -1.13090 1.72940
H 6.51983 -0.15563 2.79845
H 7.03071 2.04243 0.80559
H 6.50779 2.50150 2.43138
H 5.63816 3.09985 1.00730
H 3.82411 -0.85884 3.07787
H 2.84625 0.33451 3.93168
H 4.59443 0.28100 4.18751
H 3.84200 3.32921 2.09708
H 4.46489 2.79748 3.66001
H 2.74383 2.62928 3.28464
C 0.77268 0.49002 -5.20068
O 1.40102 -0.22053 -4.12533
C 1.93185 -1.47208 -4.27225
S 1.83370 -2.34876 -5.66307
S 2.65090 -1.93490 -2.79222
H -0.17351 0.86477 -4.81096
H 0.61389 -0.18095 -6.04046
H 1.41447 1.32654 -5.47540
*
```

The LUMO energy is -0.6 eV. The largest force on an atom comes out at 0.018 Eh/bohr.

No. 2
Here is 5 unconnected molecules or ions with the total composition C29H45BCl2INO11S4 in a non-equilibrium geometry from the Open Molecules 2025 dataset. Energies are from ωB97M-V with the def2-TZVPD basis set.

ORCA input file:
```
! wB97M-V def2-TZVPD RIJCOSX def2/J DEFGRID3
* xyz 0 1
C -4.52765 3.40777 -3.36755
B -3.64069 4.09070 -2.24383
O -4.17374 5.19370 -1.61266
C -2.22390 3.46719 -1.85543
C -2.15877 2.06266 -1.88983
C -0.97989 1.47029 -1.51716
C 0.14190 2.20100 -1.12503
C 0.13892 3.58826 -1.12371
C 1.39944 4.32103 -0.73191
C -1.07755 4.19447 -1.49409
I -1.16265 6.32194 -1.51867
C 1.22398 1.22698 -0.75185
O 2.39790 1.41994 -0.66919
N 0.55903 -0.03742 -0.57393
C 0.42220 -0.51663 0.78999
Cl -0.24828 -2.19532 0.70363
C -0.45065 0.38857 1.68466
C -1.15466 -0.29886 2.84937
Cl 0.67032 1.61582 2.39523
C -0.59243 0.01119 -1.42258
O -1.11722 -0.88187 -2.01653
H -3.95816 2.98576 -4.19599
H -5.27233 4.13163 -3.70342
H -5.10630 2.62002 -2.86213
H -4.49466 4.92653 -0.72812
H -3.00199 1.45315 -2.19066
H 2.17977 4.06674 -1.45449
H 1.28666 5.39928 -0.76217
H 1.71961 3.97940 0.25330
H 1.40623 -0.64447 1.23535
H -1.20441 0.92339 1.10765
H -1.76735 0.46374 3.34000
H -0.46075 -0.65151 3.61319
H -1.83325 -1.08980 2.53820
O -4.16207 -7.74012 -0.29079
S -2.85829 -7.64356 -0.89627
O -2.14714 -8.81577 -1.33799
C -2.93495 -6.45447 -2.23171
C -2.62520 -5.11724 -1.56617
C -1.46111 -5.38875 -0.60585
C -1.79708 -6.66497 0.17575
H -3.91776 -6.49352 -2.69535
H -2.16676 -6.72377 -2.95614
H -2.37346 -4.35375 -2.30076
H -3.49511 -4.77028 -1.00400
H -0.54399 -5.53781 -1.17954
H -1.29249 -4.54966 0.06560
H -0.91042 -7.24546 0.41759
H -2.35587 -6.44678 1.08392
O -5.78550 4.31652 0.59395
S -6.88415 5.16266 0.16468
O -6.91068 5.75612 -1.14097
C -8.42193 4.29245 0.43848
C -8.81703 4.66542 1.86455
C -8.53989 6.16873 1.99609
C -7.14824 6.43326 1.40647
H -8.26829 3.22503 0.29573
H -9.14241 4.66943 -0.28614
H -9.86045 4.42647 2.06370
H -8.20234 4.11223 2.57819
H -9.29009 6.72706 1.43282
H -8.59490 6.50072 3.03158
H -7.08252 7.40760 0.92947
H -6.36577 6.33368 2.15682
O 7.40895 2.87611 1.18248
S 7.05327 2.32415 -0.10141
O 7.03036 3.14313 -1.28873
C 8.05766 0.87265 -0.39968
C 7.25951 -0.27763 0.20894
C 5.80081 -0.02678 -0.20165
C 5.49139 1.45076 0.05700
H 9.03692 1.00910 0.05316
H 8.15603 0.75817 -1.47923
H 7.61884 -1.23175 -0.13736
H 7.34363 -0.25773 1.29688
H 5.67808 -0.24561 -1.26604
H 5.11137 -0.66852 0.34711
H 4.78589 1.85075 -0.66374
H 5.12056 1.61356 1.06724
O 7.87290 -3.02260 0.97542
S 6.69715 -3.39272 1.71827
O 6.21916 -2.60846 2.82770
C 5.35175 -3.67283 0.56902
C 5.48583 -5.14251 0.18397
C 5.78901 -5.89140 1.48866
C 6.88240 -5.10729 2.22509
H 5.44468 -2.99216 -0.27393
H 4.41926 -3.48654 1.10182
H 4.58013 -5.51255 -0.29418
H 6.31355 -5.26986 -0.51719
H 4.88710 -5.93134 2.10282
H 6.10252 -6.91732 1.30170
H 6.77522 -5.16837 3.30512
H 7.87873 -5.43236 1.93203
*
```

The LUMO energy is -0.7 eV. As for the SMILES: CB(O)c1cc2c(c(C)c1I)C(=O)N([C@H](Cl)[C@@H](C)Cl)C2=O.O=S1(=O)CCCC1.O=S1(=O)CCCC1.O=S1(=O)CCCC1.O=S1(=O)CCCC1. The largest force on an atom comes out at 0.034 Eh/bohr.

No. 3
Here is 2 unconnected molecules or ions with the total composition C21H30INO8 in a non-equilibrium geometry from the Open Molecules 2025 dataset. Energies are from ωB97M-V with the def2-TZVPD basis set.

ORCA input file:
```
! wB97M-V def2-TZVPD RIJCOSX def2/J DEFGRID3
* xyz 0 1
C -1.31666 -3.08644 0.68463
C -1.38163 -1.74257 0.20675
C -1.40948 -0.22304 -0.45089
I -2.54157 0.84632 1.15112
O -2.35643 0.02498 -1.58979
C -2.23912 1.50706 -1.79753
O -3.18360 2.38724 -2.15911
C -0.62039 1.84214 -1.53765
O -0.59484 3.06475 -0.72217
C 0.58260 3.90153 -0.98838
C 0.11163 5.49089 -0.77080
C -0.64485 5.68653 0.67467
C 0.04927 0.44808 -0.91971
C 1.02961 0.82608 0.38229
C 1.63247 -0.48980 1.14943
C 2.89771 -0.09705 2.16775
C 4.12098 -1.18168 1.85175
O 5.36898 -0.87128 2.56611
C 6.20798 0.03434 1.72581
O 7.52737 -0.19349 1.57555
N 0.99113 -0.36011 -1.76340
C 2.02878 0.44445 -2.49734
C 1.83211 1.10817 -4.02031
O 3.27423 0.63773 -1.97933
C 0.32803 -1.34818 -2.68185
C 0.69705 -2.95710 -2.40804
O -0.48826 -1.09427 -3.70585
H -0.94414 -4.21343 0.77752
H -0.30733 2.19077 -2.60883
H 1.00535 3.84477 -2.07707
H 1.46473 3.73694 -0.20573
H -0.64434 5.69976 -1.67058
H 1.07658 6.17835 -0.86450
H -0.66866 6.85759 0.89486
H -1.75278 5.29782 0.66933
H -0.06762 5.16639 1.57102
H 0.44850 1.45536 1.20937
H 1.93396 1.53717 0.06281
H 2.03581 -1.33809 0.45249
H 0.82706 -1.00735 1.85943
H 3.27609 0.98479 1.86656
H 2.60294 -0.15929 3.30491
H 3.76550 -2.29784 2.07796
H 4.36207 -1.11428 0.69061
H 5.75628 0.97002 1.17250
H 0.70779 1.27061 -4.30487
H 2.26459 0.28433 -4.76764
H 2.49267 2.06266 -4.18966
H 1.80703 -3.21469 -2.76463
H -0.09949 -3.62577 -2.95448
H 0.71425 -3.16271 -1.23244
C -5.39010 -2.90653 2.78072
C -4.79434 -4.27830 2.61004
C -5.73585 -5.45235 2.64045
O -3.58448 -4.43386 2.45170
H -4.59296 -2.15672 2.73745
H -6.10154 -2.70759 1.97523
H -5.88535 -2.83483 3.75237
H -6.46261 -5.36690 1.82873
H -6.24653 -5.49417 3.60581
H -5.16621 -6.37789 2.50488
*
```

The LUMO energy is -0.9 eV. As for the SMILES: C#C[C@]1(I)OC(=O)[C@@H](OCCC)[C@]1(CCCCOC=O)N(C(C)=O)C(C)=O.CC(C)=O. The largest force on an atom comes out at 0.200 Eh/bohr.

No. 4
Here is 7 unconnected molecules or ions with the total composition C33H52Br14F6NO in a non-equilibrium geometry from the Open Molecules 2025 dataset. Energies are from ωB97M-V with the def2-TZVPD basis set.

ORCA input file:
```
! wB97M-V def2-TZVPD RIJCOSX def2/J DEFGRID3
* xyz 1 1
C 7.27768 3.17271 2.59965
C 7.84350 2.48211 1.58301
C 7.91960 0.95060 1.50005
C 6.57262 0.35763 1.17298
C 5.57466 0.30906 2.16722
C 4.29844 -0.18270 1.93593
C 3.31123 -0.12670 3.08575
C 2.44898 -1.36922 3.30074
C 1.73864 -1.30614 4.64370
F 1.24211 -0.04975 4.79034
Br 2.97402 -1.64697 6.11219
C 0.53232 -2.33800 4.70956
F 0.68377 -3.20533 5.71079
F 0.43455 -3.03707 3.56933
Br -1.18288 -1.46002 5.01970
C 4.02110 -0.65748 0.63965
C 2.68838 -1.21178 0.21876
C 1.53286 -0.20168 0.31399
C 0.19702 -0.97997 0.43466
C -0.81275 -0.65255 -0.67237
C -1.26787 0.86563 -0.50526
C -2.57390 0.96920 0.32042
C -2.80327 2.44784 0.73758
O -2.90980 2.58987 2.14170
C -1.66817 2.46022 2.80403
N 4.97916 -0.61259 -0.29234
C 6.21971 -0.12073 -0.07215
C 7.16189 -0.11281 -1.25608
F 8.24019 -0.85636 -1.06265
F 6.55447 -0.49159 -2.38269
F 7.58641 1.15117 -1.44803
H 6.21677 3.10238 2.84105
H 7.85497 3.87905 3.18946
H 8.28068 3.01337 0.73265
H 8.69035 0.68633 0.78763
H 8.21232 0.60572 2.48740
H 5.85389 0.71354 3.13200
H 2.71254 0.77714 2.97729
H 3.89753 0.01959 3.99432
H 3.00529 -2.29912 3.19307
H 1.64646 -1.40445 2.56555
H 2.47906 -2.09508 0.81691
H 2.76322 -1.54642 -0.82082
H 1.67197 0.38472 1.22143
H 1.50063 0.48473 -0.53064
H 0.40041 -2.05318 0.36533
H -0.25676 -0.81533 1.41599
H -0.41675 -0.87674 -1.65689
H -1.65496 -1.31115 -0.50216
H -0.49060 1.36472 0.07857
H -1.35471 1.31386 -1.48398
H -3.40062 0.61669 -0.28414
H -2.48178 0.35688 1.21822
H -1.95060 3.03951 0.38481
H -3.71287 2.80444 0.26054
H -0.82087 2.38171 2.11781
H -1.66825 1.61017 3.49054
H -1.51574 3.36572 3.39779
H 4.73401 -0.94123 -1.22198
Br -5.66007 -1.19189 3.36940
C -5.22089 -3.05181 3.02781
C -3.90089 -3.17106 2.32068
Br -4.07904 -2.69802 0.43860
H -6.04380 -3.47481 2.45916
H -5.18014 -3.52468 4.00681
H -3.54566 -4.19969 2.32724
H -3.13846 -2.52407 2.74320
Br -2.73280 -0.31492 -2.47338
C -3.04805 -1.12566 -4.22127
C -2.59387 -0.22380 -5.33745
Br -3.84101 1.23656 -5.63564
H -4.10484 -1.36734 -4.27706
H -2.46818 -2.04737 -4.21782
H -2.56020 -0.76859 -6.27877
H -1.62451 0.22620 -5.14477
Br 2.41571 -2.57174 -4.19088
C 2.93636 -0.95343 -5.13890
C 3.89911 -0.13995 -4.32020
Br 2.96746 0.79639 -2.88197
H 2.02430 -0.41592 -5.37676
H 3.40843 -1.29150 -6.05850
H 4.36196 0.63946 -4.92136
H 4.67160 -0.74568 -3.86198
Br 8.75848 6.94430 -3.15833
C 8.43807 5.08048 -2.71925
C 7.13606 4.90047 -1.98455
Br 7.27681 5.45973 -0.12399
H 9.29484 4.73866 -2.14707
H 8.40899 4.56028 -3.67451
H 6.86259 3.84695 -1.94665
H 6.32082 5.46793 -2.42124
Br -7.73692 -1.01649 -0.61921
C -8.23558 -2.85281 -0.21369
C -9.52054 -2.92615 0.56849
Br -9.25536 -2.43604 2.43287
H -7.39346 -3.29502 0.31058
H -8.35434 -3.33785 -1.18059
H -9.89512 -3.94777 0.59084
H -10.29077 -2.26496 0.18220
Br -11.43687 -0.00017 0.06497
C -12.40509 0.52205 -1.54025
C -12.33705 -0.54318 -2.60145
Br -10.60421 -0.57097 -3.48479
H -11.98809 1.47044 -1.86242
H -13.43407 0.67016 -1.21982
H -13.05849 -0.34085 -3.38993
H -12.50344 -1.53994 -2.20636
*
```

The LUMO energy is -4.1 eV. The largest force on an atom comes out at 0.062 Eh/bohr.